Entry from the Open Molecules 2025 dataset: C8H32BeN16O8 as an isolated structure (ωB97M-V with the def2-TZVPD basis set).

Geometry as ORCA input:
```
! RIJCOSX wB97M-V def2-TZVPD def2/J DEFGRID3
* xyz 2 1
O 0.386 -2.215 -1.850
O 0.207 2.145 0.288
O 1.939 -0.087 0.512
O -1.375 0.045 1.932
O 0.051 -2.398 1.238
O 0.618 0.964 -2.261
O -2.260 1.491 -0.900
O -2.579 -1.464 -0.210
N 4.016 -1.007 0.907
N 2.404 2.313 -2.292
N 3.678 1.162 1.225
N -0.859 -0.353 4.027
N 2.059 -3.329 -0.855
N 1.573 -2.625 2.811
N -4.607 -2.388 -0.157
N 0.470 -4.371 2.210
N -3.709 -1.937 -2.084
N -1.974 1.467 3.514
N -0.173 4.356 0.518
N 0.803 3.261 2.046
N -3.835 2.999 -1.443
N 1.377 1.983 -4.152
N 2.004 -3.292 -2.985
N -2.590 2.163 -2.948
C 0.595 -3.115 2.050
C -3.538 -2.012 -0.748
C -1.403 0.362 3.088
C 0.223 3.181 0.946
C 3.145 0.029 0.827
C 1.357 1.727 -2.871
C 1.407 -2.861 -1.856
C -2.846 2.208 -1.712
Be -0.452 -0.196 -0.444
H -4.537 -2.345 -2.494
H 2.640 2.082 -1.338
H 2.982 2.980 -2.784
H 4.628 1.234 1.561
H -5.361 -2.761 -0.715
H -1.925 1.682 4.499
H -3.196 2.571 -3.646
H -0.039 -4.778 1.439
H 1.814 -3.202 3.604
H 2.963 -3.741 -1.038
H 2.034 -1.734 2.692
H -2.378 2.123 2.860
H 0.598 1.773 -4.759
H 1.031 -4.868 2.888
H -4.711 -2.445 0.846
H -0.547 -1.272 3.748
H 1.028 4.189 2.377
H 1.400 2.554 2.451
H 4.951 -0.865 1.259
H -0.664 4.528 -0.348
H 2.247 2.277 -4.574
H 1.627 -3.118 0.033
H -4.098 3.138 -0.478
H -3.046 -1.512 -2.716
H -0.760 -0.112 5.003
H 0.117 5.067 1.174
H 3.577 -1.916 0.873
H -2.003 1.392 -3.233
H -4.299 3.600 -2.110
H 3.095 1.986 1.199
H 2.868 -3.741 -2.716
H 1.854 -2.972 -3.931
*
```

Computed properties:
Energy relative to the best compared isomer or geometry (same formula, charge and spin)   156.6 kcal per mole
Orbital gap   9.21 eV
HOMO energy   -14.2 eV
Electronic energy   -49429.76350 eV



Entry from the Open Molecules 2025 dataset: a 9-piece molecular cluster, C8H32F2NO12S2 overall (ωB97M-V with the def2-TZVPD basis set).

Geometry as ORCA input:
```
! RIJCOSX wB97M-V def2-TZVPD def2/J DEFGRID3
* xyz -1 1
S 0.531 0.452 -0.339
S -0.524 2.386 -1.060
F 1.086 -0.907 -1.004
F -1.876 2.845 -1.846
O 1.798 1.179 -0.229
O -0.928 2.715 0.282
O -3.914 -0.238 6.535
O -1.699 5.181 6.830
O 0.509 3.159 -1.706
O -0.159 -0.010 0.908
O 6.577 -5.837 2.178
O 2.408 -0.392 -6.723
O -2.189 0.296 -5.939
O -1.367 -3.413 4.932
O 4.799 5.751 -2.732
O -3.900 -2.443 -1.215
N -0.445 0.752 -1.429
C -3.531 -0.170 -6.237
C -4.270 0.590 5.411
C 3.217 -0.685 -5.576
C -1.881 6.276 5.881
C -3.604 -3.784 -1.648
C 6.375 -4.551 1.580
C -2.020 -4.651 4.836
C 5.519 4.863 -3.557
H 3.160 -1.690 -5.158
H -4.509 1.649 5.512
H -3.387 0.508 4.777
H 7.336 -4.060 1.428
H 3.129 0.092 -4.817
H -3.505 -4.487 -0.822
H -2.020 4.379 6.411
H 3.879 5.483 -2.797
H -3.118 -1.920 -1.408
H -3.752 -0.972 -5.532
H -3.388 -0.932 6.130
H 4.254 -0.740 -5.910
H -4.169 0.648 -5.905
H -2.076 0.221 -4.989
H -5.138 0.084 4.991
H -4.455 -4.111 -2.245
H -1.174 7.059 6.154
H 5.936 -3.732 2.149
H -2.926 6.584 5.892
H -2.736 -3.702 -2.302
H 6.435 5.255 -4.000
H -1.310 -2.995 4.069
H -2.556 -4.909 5.750
H -1.622 6.052 4.846
H 5.773 -4.578 0.672
H 6.962 -6.390 1.494
H -2.751 -4.606 4.029
H 4.911 4.579 -4.416
H -1.246 -5.401 4.672
H 1.541 -0.138 -6.399
H 5.633 3.869 -3.125
H -3.621 -0.466 -7.282
*
```

Computed properties:
Energy relative to the best compared isomer or geometry (same formula, charge and spin)   86.3 kcal per mole
Orbital gap   9.11 eV
HOMO energy   -6.9 eV
Electronic energy   -61976.05073 eV



Entry from the Open Molecules 2025 dataset: a 8-piece molecular cluster, C8H32N16O8 overall (ωB97M-V with the def2-TZVPD basis set).

Geometry as ORCA input:
```
! RIJCOSX wB97M-V def2-TZVPD def2/J DEFGRID3
* xyz 0 1
O 2.510 -4.299 4.732
O 0.464 7.656 -1.840
O 3.716 -0.007 -9.305
O -3.789 -0.938 4.934
O 0.769 8.503 6.099
O 2.109 -5.222 -4.113
O -5.727 -6.571 2.364
O 0.110 1.193 -1.941
N -1.292 9.317 6.487
N 4.832 0.881 -7.526
N -0.655 1.567 0.099
N 1.724 -5.816 -6.176
N 1.343 7.753 -3.934
N 2.395 -4.296 2.444
N -3.506 -6.553 2.526
N -1.051 7.606 5.278
N -5.742 -0.593 5.956
N -0.910 -0.281 -0.611
N 2.430 -7.309 -4.764
N -4.488 -8.156 1.657
N 5.916 -0.071 -9.085
N 0.478 9.436 -3.169
N 2.384 -2.498 3.507
N -3.973 -1.165 7.115
C -0.420 8.481 5.966
C 0.613 8.169 -2.925
C -4.655 -7.046 2.269
C -4.445 -0.880 5.967
C 2.073 -6.122 -5.003
C -0.448 0.860 -0.923
C 4.709 0.261 -8.670
C 2.365 -3.755 3.631
H -3.376 -5.596 2.820
H -0.576 -1.021 -1.213
H -3.037 -1.542 7.074
H -6.142 -0.079 5.183
H -3.545 -8.437 1.429
H 1.625 6.795 -3.784
H -0.188 2.456 -0.012
H -0.630 6.885 4.710
H 2.155 -3.749 1.630
H 1.247 -4.929 -6.262
H -2.164 8.854 6.697
H -1.114 10.163 7.009
H 2.242 -8.092 -5.374
H -6.272 -0.523 6.813
H 0.887 9.851 -3.994
H 3.981 1.261 -7.136
H -4.510 -0.935 7.939
H 6.722 0.166 -8.524
H -1.528 -0.387 0.180
H -5.312 -8.628 1.311
H 2.525 -1.956 4.346
H 2.557 -2.030 2.628
H 5.659 1.022 -6.963
H -2.047 7.465 5.365
H 3.030 -7.345 -3.952
H 2.563 -5.290 2.383
H -2.725 -7.016 2.084
H 1.318 8.202 -4.838
H 1.970 -6.478 -6.897
H -0.047 10.061 -2.576
H -1.182 1.202 0.880
H 6.074 -0.457 -10.005
*
```

Computed properties:
Structure (SMILES)   NC(N)=O.NC(N)=O.NC(N)=O.NC(N)=O.NC(N)=O.NC(N)=O.NC(N)=O.NC(N)=O
Energy relative to the best compared isomer or geometry (same formula, charge and spin)   207.1 kcal per mole
Orbital gap   9.58 eV
HOMO energy   -9.3 eV
Electronic energy   -49037.59815 eV



Entry from the Open Molecules 2025 dataset: a 8-piece molecular cluster, C8H34N2O8 overall (ωB97M-V with the def2-TZVPD basis set).

Geometry as ORCA input:
```
! RIJCOSX wB97M-V def2-TZVPD def2/J DEFGRID3
* xyz 0 1
O -0.073 0.539 -5.431
O -2.662 1.209 -4.309
O 2.041 -2.902 1.124
O -1.323 2.418 2.054
O -2.216 -3.376 -3.405
O -2.297 -2.106 -0.698
O -0.619 -0.747 -2.650
O 0.828 2.080 -3.185
N 2.185 -1.650 4.602
N -0.755 1.816 -0.824
C -2.133 2.270 3.189
C 2.708 -0.513 2.533
C 1.730 -2.886 2.494
C 1.042 -2.363 0.272
C -0.602 1.318 1.586
C 1.768 -1.515 3.197
C 1.060 2.901 0.458
C 0.139 1.688 0.329
H 1.294 -1.396 -0.164
H 0.779 -3.420 2.613
H 0.114 0.981 2.356
H 0.058 -2.353 0.749
H -3.020 -2.994 -3.043
H 0.774 -1.057 3.097
H 0.020 -0.234 -5.999
H 0.974 -3.078 -0.551
H 1.777 2.076 -3.013
H -1.256 2.696 -0.742
H -2.732 0.667 -3.511
H -1.232 0.429 1.421
H 0.805 0.839 0.133
H 2.394 -0.328 1.505
H -0.212 1.898 -1.692
H -0.481 -0.439 -3.557
H -1.680 -1.922 -1.429
H 0.488 3.765 0.815
H 2.269 -0.716 4.978
H 0.698 1.527 -3.976
H -3.089 1.819 2.888
H -1.029 0.736 -5.409
H 1.474 3.209 -0.500
H 1.533 -2.230 5.111
H 2.521 0.451 3.017
H 3.740 -0.833 2.649
H 1.849 2.788 1.206
H -2.202 3.253 3.645
H -1.705 -2.622 -3.715
H -1.756 1.538 3.919
H 2.465 -3.500 3.022
H -3.167 -1.900 -1.050
H -0.488 0.057 -2.111
H -2.801 2.112 -4.000
*
```

Computed properties:
Structure (SMILES)   COC[C@H](C)N.COC[C@H](C)N.O.O.O.O.O.O
Energy relative to the best compared isomer or geometry (same formula, charge and spin)   20.3 kcal per mole
Orbital gap   9.11 eV
HOMO energy   -9.1 eV
Electronic energy   -28206.90972 eV



Entry from the Open Molecules 2025 dataset: C8H35B2N9O5V as an isolated structure (ωB97M-V with the def2-TZVPD basis set).

Geometry as ORCA input:
```
! RIJCOSX wB97M-V def2-TZVPD def2/J DEFGRID3
* xyz 0 4
V -0.413 2.920 -0.812
O 6.424 -4.582 -0.685
O -0.618 -4.789 -2.947
O -3.599 0.694 -3.210
O -2.144 3.627 2.541
O -0.900 -4.912 4.986
N -0.819 -4.445 2.769
N 0.314 -3.364 4.138
N 5.383 -3.026 -1.798
N 0.108 -3.016 -4.118
N 0.139 -4.873 -5.124
N -5.051 -1.036 -3.489
N 0.238 5.002 2.461
N 5.522 -2.772 0.300
N -4.935 0.538 -4.981
C -3.398 2.891 2.735
C -0.549 -4.240 4.020
C -4.539 0.142 -3.835
C -0.062 -4.294 -3.985
C -0.109 4.427 3.744
C -1.644 3.913 3.881
C 0.148 5.568 4.777
C 5.795 -3.505 -0.671
B 0.590 -0.395 0.321
B 2.725 3.152 -3.270
H 1.057 0.451 0.801
H -4.014 3.068 1.854
H -0.358 -0.508 0.824
H 2.844 4.199 -3.504
H -1.634 2.986 4.454
H -0.015 -5.857 -5.293
H -5.422 -0.046 -5.646
H 2.814 3.077 -2.197
H -4.800 -1.375 -2.572
H -5.589 -1.583 -4.146
H 5.667 -3.069 1.254
H 1.724 2.851 -3.540
H -0.606 6.323 5.002
H 0.243 5.091 5.752
H 4.753 -2.254 -1.628
H 0.477 -0.093 -0.708
H 1.201 -1.280 0.413
H 3.480 2.490 -3.665
H 0.481 -4.318 -5.895
H 0.535 3.573 3.954
H 1.132 5.998 4.591
H 1.238 5.118 2.539
H -1.340 -5.228 2.401
H -0.128 5.938 2.561
H 0.592 -3.014 3.232
H 5.892 -3.426 -2.573
H 0.424 -2.652 -5.005
H -3.234 1.814 2.788
H -2.243 4.718 4.309
H -0.410 -3.866 2.049
H -4.343 1.177 -5.491
H -3.984 3.080 3.634
H 0.013 -2.258 -3.458
H 4.797 -2.069 0.297
H 0.151 -2.682 4.865
*
```

Computed properties:
Orbital gap (spin up / spin down)   4.01 / 5.65 eV
HOMO energy (spin up / spin down)   -8.8 / -8.8 eV
Electronic energy   -59538.44438 eV



Entry from the Open Molecules 2025 dataset: a 9-piece molecular cluster, C8H36B2FN17O11S overall (ωB97M-V with the def2-TZVPD basis set).

Geometry as ORCA input:
```
! RIJCOSX wB97M-V def2-TZVPD def2/J DEFGRID3
* xyz 0 1
S -3.396 1.939 4.791
F -4.451 0.928 4.191
O 3.013 -0.805 -2.243
O -2.171 -1.483 -2.626
O -2.329 -0.740 1.668
O -4.159 2.982 5.405
O -5.850 -2.122 -3.394
O 7.301 1.263 -3.875
O -1.442 1.675 10.733
O -2.515 1.146 5.578
O -3.713 1.910 1.014
O 4.759 -0.397 -7.658
O 1.810 2.607 5.006
N 0.080 -1.252 -2.823
N -1.004 -0.653 -0.878
N 3.587 -1.336 -9.349
N -4.480 -1.423 1.776
N -1.192 1.252 8.518
N -4.663 4.040 1.841
N -4.125 -3.604 -3.317
N 3.204 0.854 -8.722
N 1.753 2.129 7.220
N -2.781 -2.938 1.369
N 3.409 -3.034 -2.129
N -3.062 2.350 9.291
N 5.151 -1.520 -2.029
N 5.978 -0.188 -5.013
N 6.949 1.582 -6.101
N 3.675 2.963 6.244
N -6.303 -4.334 -3.564
C -3.150 -1.650 1.614
C 3.901 -0.298 -8.526
C 3.807 -1.726 -2.137
C -1.871 1.753 9.596
C -5.442 -3.267 -3.422
C 6.777 0.906 -4.923
C 2.375 2.568 6.084
C -1.095 -1.148 -2.140
B -3.733 2.923 1.946
B -2.673 2.707 3.247
H -3.436 -3.691 1.287
H -3.591 2.732 10.052
H 0.798 1.841 7.132
H -3.422 2.418 8.356
H 2.493 0.958 -9.421
H -4.765 -0.469 1.907
H 4.043 -3.804 -2.041
H -6.002 -5.288 -3.597
H -5.071 4.274 2.743
H 7.533 2.396 -6.088
H 0.035 -1.601 -3.761
H -1.848 -0.554 -0.337
H -0.134 -0.388 -0.454
H -1.533 1.307 7.575
H 2.425 -3.216 -2.208
H -3.818 -4.557 -3.346
H 4.156 3.292 5.428
H 6.522 1.277 -6.957
H 4.157 2.942 7.122
H 5.543 -0.467 -5.878
H -2.892 1.848 0.513
H 2.886 -1.281 -10.063
H -3.431 -2.875 -3.210
H -7.279 -4.124 -3.648
H -1.806 -3.113 1.217
H -5.176 -2.139 1.702
H 4.091 -2.193 -9.222
H -0.324 0.788 8.708
H -4.254 4.889 1.468
H 2.191 2.099 8.121
H 3.403 1.624 -8.110
H 5.480 -0.568 -2.017
H 5.817 -2.264 -1.941
H 5.839 -0.697 -4.162
H 0.973 -0.982 -2.442
H -1.535 3.024 3.306
*
```

Computed properties:
Structure (SMILES)   NB(O)BS(=O)(=O)F.NC(N)=O.NC(N)=O.NC(N)=O.NC(N)=O.NC(N)=O.NC(N)=O.NC(N)=O.NC(N)=O
Orbital gap   8.43 eV
HOMO energy   -9.3 eV
Electronic energy   -71649.09607 eV



Entry from the Open Molecules 2025 dataset: a 12-piece molecular cluster, C8H36O11 overall (ωB97M-V with the def2-TZVPD basis set).

Geometry as ORCA input:
```
! RIJCOSX wB97M-V def2-TZVPD def2/J DEFGRID3
* xyz 0 1
O 2.062 1.304 -4.211
O -2.333 -2.353 -2.831
O -0.886 -2.151 0.922
O -2.936 -0.305 0.124
O 1.631 -1.062 2.843
O -1.009 0.127 -2.839
O -3.674 -1.175 2.780
O -1.096 -0.651 3.984
O -0.005 -2.044 -4.145
O 3.764 -1.629 1.330
O -4.023 2.035 -0.960
C 2.034 -0.249 -1.545
C 0.680 1.572 0.017
C -0.383 2.512 2.092
C 2.902 -1.129 -2.427
C 1.274 -0.632 -0.522
C 0.896 2.648 2.945
C -0.079 2.787 0.587
C 0.263 0.318 0.120
H 1.447 1.717 3.083
H -1.564 0.773 -2.392
H -2.261 -0.975 0.278
H -0.130 0.524 -2.763
H -0.835 1.530 2.037
H -2.379 -3.117 -2.235
H 2.359 -1.721 -3.190
H 0.545 3.675 0.544
H 4.017 -0.919 0.712
H 1.246 1.714 -4.535
H -0.330 -1.339 -3.562
H -0.660 -0.081 0.460
H 1.927 0.763 -1.972
H -1.016 2.966 0.073
H 0.595 2.930 3.949
H 1.620 1.958 -0.425
H 3.555 -0.472 -3.035
H -3.189 1.573 -1.092
H -0.926 -1.990 1.870
H 3.401 -2.212 0.644
H 2.458 -1.158 2.294
H -2.983 -0.620 3.185
H 1.930 -0.338 3.416
H 3.494 -1.943 -2.020
H 1.442 -1.687 -0.233
H 2.015 0.361 -4.395
H -3.553 -0.247 0.859
H -2.097 -1.722 -2.129
H -0.523 -2.808 -3.880
H 1.547 3.446 2.575
H -0.292 -0.840 3.482
H -1.059 3.206 2.575
H -4.460 1.396 -0.394
H -3.317 -2.048 2.980
H 0.001 -2.512 0.796
H -1.110 0.296 4.175
*
```

Computed properties:
Structure (SMILES)   C/C=C/C=C/CCC.O.O.O.O.O.O.O.O.O.O.O
Energy relative to the best compared isomer or geometry (same formula, charge and spin)   68.5 kcal per mole
Orbital gap   8.94 eV
HOMO energy   -8.9 eV
Electronic energy   -31400.86979 eV



Entry from the Open Molecules 2025 dataset: C8H38O15 as an isolated structure (ωB97M-V with the def2-TZVPD basis set).

Geometry as ORCA input:
```
! RIJCOSX wB97M-V def2-TZVPD def2/J DEFGRID3
* xyz 0 1
O 0.204 3.456 -25.683
O -1.031 5.695 -23.900
O -1.550 4.413 -27.912
O -2.711 1.557 -27.944
O -0.323 7.905 -25.020
O -2.642 4.739 -25.246
O 0.519 4.859 -27.226
O -0.532 9.781 -26.118
O -1.511 6.127 -28.913
O 1.544 6.350 -23.099
O -0.886 5.897 -26.147
O -1.737 7.421 -27.435
O 1.721 7.629 -27.172
O -4.280 8.335 -28.500
O -2.922 6.739 -24.154
C 0.402 8.062 -27.473
C -3.039 8.390 -29.148
C -0.232 4.702 -23.165
C 0.323 9.526 -27.248
C -2.548 3.793 -28.796
C -1.884 8.540 -28.232
C 1.294 4.942 -23.302
C -3.395 2.759 -28.084
H -0.807 5.700 -29.401
H -2.027 3.343 -29.640
H -0.187 9.989 -28.093
H -0.660 6.573 -23.789
H -1.649 5.585 -26.633
H 0.047 3.900 -26.516
H -2.334 5.983 -24.161
H -0.876 5.367 -25.350
H -3.187 4.609 -29.131
H 1.743 4.780 -24.282
H -1.735 5.505 -28.221
H 1.305 9.993 -27.179
H -0.646 3.838 -23.685
H -1.784 1.693 -27.737
H -2.069 4.181 -25.773
H 1.913 4.406 -22.583
H -1.057 8.489 -28.939
H -2.948 7.451 -29.693
H 0.119 7.930 -28.517
H 1.962 7.540 -26.247
H 0.497 5.254 -28.098
H -0.359 7.471 -26.965
H -3.136 4.127 -24.700
H -0.464 4.649 -22.101
H -0.542 10.726 -25.951
H 2.359 6.526 -22.623
H -1.950 9.500 -27.721
H -3.529 3.041 -27.040
H -0.793 3.826 -27.980
H -3.013 9.057 -30.009
H -0.128 8.735 -25.456
H -0.737 7.370 -25.696
H -3.476 6.618 -24.925
H -4.491 9.270 -28.457
H -0.005 5.448 -26.683
H -4.336 2.736 -28.633
H -1.706 6.630 -27.979
H 1.091 3.719 -25.434
*
```

Computed properties:
Energy relative to the best compared isomer or geometry (same formula, charge and spin)   438.4 kcal per mole
Orbital gap   7.87 eV
HOMO energy   -7.9 eV
Electronic energy   -39605.10878 eV



Computed values of largest force on an atom (unit: eV Å⁻¹) for the preceding records, in sequence: 8.90; 9.36; 7.87; 1.21; 9.87; 1.21; 3.79; 12.16.